6
Properties=species:S:1:pos:R:3:mulliken_charge:R:1 method="wB97M-V/def2-TZVPD" lumo_energy_ev="6.91 / 6.91" relative_energy_kj_mol=425.0 gap_ev="5.93 / 5.93" charge=-2
N -0.9657 9.5805 2.1347 0.106
O -1.6871 9.6583 1.1735 -0.281
O -1.9346 8.8032 3.6089 -0.825
P -0.2196 1.3431 0.4203 -0.462
H 0.0739 2.6162 0.3988 -0.268
H -0.3959 1.5904 -0.8920 -0.270

---

27
Properties=species:S:1:pos:R:3:mulliken_charge:R:1 method="wB97M-V/def2-TZVPD" lumo_energy_ev=-5.97 gap_ev=1.92
Zr 1.1868 -2.2584 2.1127 2.281
Zr 1.2996 1.7571 -0.9247 2.426
Zr -3.9701 -0.6100 0.4390 1.147
C -2.6750 -2.3271 -2.0629 0.711
O -3.1222 -3.3953 -2.4882 -0.449
O -2.9757 -1.9030 -0.8393 -0.583
O -1.8081 -1.7813 -2.7815 -0.340
C -0.8307 0.0909 0.9231 0.675
O -0.2423 0.7875 0.0558 -0.493
O -2.0860 0.0839 0.9821 -0.629
O -0.1505 -0.7719 1.6144 -0.523
C 1.9953 -1.5243 -0.9397 0.646
O 1.2727 -2.1408 -1.6484 -0.424
O 2.1122 -1.8580 0.3579 -0.803
O 2.0838 -0.2324 -1.2481 -0.725
C 0.7982 4.7049 0.4275 0.654
O 1.4239 5.6142 -0.1470 -0.492
O 0.6114 3.4966 -0.1623 -0.678
O 1.1903 4.6014 1.6390 -0.528
C 0.5166 1.0909 -3.9237 0.682
O 0.3864 1.6648 -2.6684 -0.572
O 1.2337 1.7186 -4.6917 -0.511
O 0.0632 -0.0352 -4.1045 -0.353
C 0.4422 -1.7005 5.1240 0.705
O -0.5763 -1.6038 5.7938 -0.549
O 0.2746 -2.3522 3.9216 -0.638
O 1.5459 -1.1164 5.2395 -0.634

---

19
Properties=species:S:1:pos:R:3:mulliken_charge:R:1 method="wB97M-V/def2-TZVPD" lumo_energy_ev="-2.85 / -2.85" gap_ev="5.40 / 5.40"
C 0.1534 1.6614 1.4049 -0.754
C -0.9273 -0.4576 1.0424 -0.057
C 0.1002 -0.5744 -1.8446 -0.228
N 0.0989 0.2635 1.2755 0.158
N -0.6650 0.5695 -2.3105 1.002
N -0.4020 -1.8508 -1.5372 0.895
N 1.4511 -0.2779 1.5700 1.032
O -0.2407 1.6358 -1.9255 -0.592
O -1.6436 0.3845 -2.9135 -0.583
O -1.5799 -2.1252 -1.5131 -0.619
O 0.4162 -2.6763 -1.2201 -0.621
O 2.1688 0.6522 1.8678 -0.572
O 1.5132 -1.4491 1.6510 -0.493
Br 1.8974 -0.4415 -1.3890 -0.053
H 0.9577 2.0140 0.6469 0.333
H -0.8985 2.0380 1.0493 0.246
H 0.3125 2.0970 2.3229 0.322
H -0.9106 -1.5388 0.9421 0.402
H -1.8017 0.0758 0.8806 0.184

---

14
Properties=species:S:1:pos:R:3:mulliken_charge:R:1 method="wB97M-V/def2-TZVPD" lumo_energy_ev=0.92 relative_energy_kj_mol=404.6 gap_ev=8.98
C -2.4037 0.0086 -0.0363 -0.859
C -1.6415 0.9008 0.6721 -0.369
C 0.3800 0.1061 0.2623 0.252
O 0.0860 -0.7087 -0.6830 -0.467
O 1.6495 0.2350 0.5442 -0.292
C 2.6667 -0.4060 -0.2485 -0.627
H -2.8458 -0.8476 0.4681 0.301
H -2.8118 0.2802 -1.0063 0.359
H -0.9748 -0.6421 -0.6695 0.331
H -1.3690 1.8617 0.2417 0.274
H -1.5122 0.8444 1.7478 0.289
H 3.5290 -0.5130 0.4101 0.230
H 2.3363 -1.3768 -0.6209 0.305
H 2.9115 0.2573 -1.0818 0.274

---

82
Properties=species:S:1:pos:R:3:mulliken_spin:R:1 method="wB97M-V/def2-TZVPD" lumo_energy_ev="-0.28 / -4.36" spin_multiplicity=2 gap_ev="6.72 / 2.64"
Ba 25.7795 7.0498 -9.9026 -0.012
B 28.4460 6.0087 -9.5528 0.015
H 28.2399 7.0429 -9.7815 0.012
H 28.1242 5.9550 -8.5243 0.006
H 27.8551 5.3821 -10.2028 0.000
H 29.5020 5.7908 -9.5926 0.001
N 26.2735 6.8928 -5.9929 0.000
O 25.8280 6.8963 -7.1146 -0.005
O 27.4293 6.6152 -5.8632 0.000
O 25.6787 7.3048 -5.0641 0.000
N 27.4336 10.3239 -8.5399 -0.025
O 28.5004 9.7261 -8.3727 0.636
O 27.2722 11.4384 -8.0852 0.146
O 26.5468 9.6543 -9.0196 0.225
C 19.7075 8.6387 -7.7427 0.000
O 20.8262 8.3469 -8.5960 0.000
P 22.1377 7.6990 -7.9034 -0.001
O 23.2253 7.3248 -8.8712 0.000
O 22.6226 8.6945 -6.6758 0.000
C 23.4737 9.7973 -7.0064 0.006
O 21.6298 6.4423 -7.0922 0.000
C 22.4683 5.5805 -6.3318 0.000
H 20.0004 8.9146 -6.7297 0.000
H 18.9051 7.9023 -7.7862 0.000
H 19.2803 9.5836 -8.0787 0.000
H 22.9365 10.7356 -6.8679 0.000
H 23.8943 9.9838 -7.9946 -0.005
H 24.3875 9.8091 -6.4123 0.000
H 22.6441 5.9451 -5.3197 0.000
H 23.3947 5.4307 -6.8862 0.000
H 22.1520 4.5395 -6.2657 0.000
C 30.2191 7.9582 -14.6012 0.000
O 29.2160 7.3861 -13.6122 0.000
P 28.0929 8.4369 -13.0057 0.002
O 27.1354 7.9020 -12.0200 0.006
O 29.0895 9.5871 -12.4134 0.000
C 29.8748 9.3609 -11.2819 -0.006
O 27.5435 9.1273 -14.4367 0.000
C 26.5106 8.5852 -15.2970 0.000
H 31.1478 7.7402 -14.0739 0.000
H 30.0359 8.9914 -14.8965 0.000
H 30.1838 7.2625 -15.4396 0.000
H 29.9003 8.3406 -10.8992 0.003
H 29.6756 10.1397 -10.5458 0.001
H 30.8413 9.6115 -11.7192 0.000
H 25.7567 8.2005 -14.6102 0.000
H 26.8386 7.7895 -15.9659 0.000
H 26.2013 9.5056 -15.7923 0.000
C 22.7045 2.6638 -9.9457 0.000
O 23.9475 2.0899 -9.5192 0.000
P 24.8891 3.1315 -8.6897 -0.001
O 24.8878 4.5457 -9.1482 0.001
O 24.3551 2.8786 -7.1479 0.000
C 25.0235 3.1457 -5.9847 0.000
O 26.3181 2.3740 -8.6334 0.000
C 26.9408 2.1681 -9.8970 0.000
H 22.1680 1.8710 -10.4670 0.000
H 22.8815 3.4478 -10.6820 0.000
H 21.9799 3.0053 -9.2065 0.000
H 24.6062 2.5076 -5.2058 0.000
H 25.0316 4.2357 -5.9812 0.000
H 26.0892 2.9169 -5.9896 0.000
H 27.6832 1.3877 -10.0639 0.000
H 27.6552 2.9826 -10.0167 0.000
H 26.2382 2.2810 -10.7226 0.000
C 23.3048 10.9168 -14.0480 0.000
O 23.4488 9.9191 -13.0678 0.000
P 24.0395 10.3994 -11.6435 0.000
O 24.4093 9.2599 -10.7901 -0.003
O 22.9039 11.2774 -11.0014 0.000
C 21.7299 10.6423 -10.5442 0.000
O 25.2137 11.4432 -12.0405 0.000
C 25.8683 12.2233 -11.0662 0.000
H 22.2932 10.7243 -14.4054 0.000
H 24.1426 10.8688 -14.7436 0.000
H 23.3506 11.9506 -13.7053 0.000
H 21.8395 10.2189 -9.5458 0.000
H 21.2083 9.9719 -11.2272 0.000
H 20.8881 11.2788 -10.2715 0.000
H 26.9034 11.9068 -11.1945 0.000
H 25.6237 11.9379 -10.0431 -0.002
H 25.7610 13.2772 -11.3229 0.000

---

12
Properties=species:S:1:pos:R:3:mulliken_charge:R:1 method="wB97M-V/def2-TZVPD" lumo_energy_ev=1.00 relative_energy_kj_mol=147.4 gap_ev=11.57 smiles=FC1(Cl)CCC1
F 1.2575 1.5051 -0.5098 -0.255
C 0.9503 0.3035 -0.1246 0.941
Cl 2.5263 -0.2866 0.1451 -0.235
C -0.0920 0.3034 1.0124 -0.971
C -1.1640 -0.0534 0.0531 -0.324
C 0.0143 -0.6352 -0.8878 -0.893
H 0.1223 -0.5107 1.7796 0.257
H -0.2473 1.1856 1.4494 0.401
H -1.2906 1.0582 -0.4266 0.184
H -2.0828 -0.6922 0.2857 0.310
H -0.1171 -0.4665 -1.9838 0.289
H 0.1231 -1.7113 -0.7926 0.297

---

no.,DFT total energy (eV)
1,-14898.801
2,-46909.150
3,-91466.204
4,-8369.088
5,-99640.772
6,-19483.214